[1]
Density functional theory data (ωB97M-V/def2-TZVPD) for 9 unconnected molecules or ions with the total composition C13H44N8O9.

Geometry (Å):
C  -28.745  7.543  -14.485
C  -27.516  8.468  -14.609
O  -26.481  7.649  -14.125
H  -29.210  7.317  -13.524
H  -28.621  6.615  -15.038
H  -29.552  7.901  -15.120
H  -27.590  9.352  -13.865
H  -27.341  8.807  -15.623
H  -25.723  8.192  -13.844
C  -24.384  9.446  -16.503
C  -23.520  9.118  -17.710
O  -22.304  8.614  -17.203
H  -23.881  10.120  -15.814
H  -24.715  8.579  -15.920
H  -25.336  9.860  -16.807
H  -23.207  10.079  -18.170
H  -23.971  8.591  -18.491
H  -21.590  8.876  -17.781
C  -26.794  3.251  -19.620
C  -25.723  2.268  -20.010
O  -25.475  2.401  -21.414
H  -26.485  4.245  -19.956
H  -26.907  3.280  -18.532
H  -27.686  3.106  -20.176
H  -26.084  1.294  -19.921
H  -24.782  2.322  -19.476
H  -24.922  1.650  -21.616
C  -23.067  6.014  -13.353
C  -22.574  6.541  -14.723
O  -22.427  7.957  -14.654
H  -23.085  4.921  -13.314
H  -24.160  6.172  -13.259
H  -22.494  6.358  -12.439
H  -23.295  6.308  -15.518
H  -21.683  6.074  -15.045
H  -22.335  8.287  -15.535
C  -23.842  6.103  -20.826
O  -24.815  6.472  -19.910
N  -23.816  4.894  -21.412
N  -22.716  6.736  -21.072
H  -24.600  4.279  -21.241
H  -23.161  4.874  -22.182
H  -22.705  7.742  -20.868
H  -22.124  6.391  -21.826
C  -24.227  2.514  -15.660
O  -24.379  2.433  -17.022
N  -23.437  1.685  -15.042
N  -24.790  3.426  -14.946
H  -22.896  0.980  -15.508
H  -23.463  1.481  -14.030
H  -24.970  4.324  -15.382
H  -24.714  3.396  -13.898
C  -27.487  4.771  -12.369
O  -27.303  5.668  -11.320
N  -27.832  3.519  -12.160
N  -27.241  5.118  -13.600
H  -28.209  3.255  -11.192
H  -28.149  2.936  -12.986
H  -26.963  5.997  -13.766
H  -27.407  4.508  -14.382
C  -28.561  2.766  -15.356
O  -29.742  3.366  -15.879
N  -27.388  3.267  -15.769
N  -28.502  2.037  -14.285
H  -27.424  4.006  -16.506
H  -26.352  3.113  -15.382
H  -29.401  1.770  -14.064
H  -27.790  1.230  -14.205
C  -26.320  6.266  -17.282
O  -25.875  5.816  -16.049
H  -25.818  7.220  -17.508
H  -27.387  6.358  -17.236
H  -26.038  5.586  -18.109
H  -26.206  6.491  -15.418

## Properties
Energy above the lowest of the compared OMol25 structures with the same formula, charge and spin, kJ/mol: 566.5
Structure (SMILES): NC(N)=O.NC(N)=O.NC(N)=O.NC(N)=O.CCO.CCO.CCO.CCO.CO
Electronic energy, eV: -44539.852

=====

[2]
Density functional theory data (ωB97M-V/def2-TZVPD) for 11 unconnected molecules or ions with the total composition C13H44O17S2.

Geometry (Å):
C  -2.254  4.110  -0.948
O  -3.446  3.429  -0.603
H  -2.352  5.180  -0.772
H  -1.418  3.691  -0.399
H  -2.162  3.938  -2.027
H  -3.682  3.614  0.300
C  1.377  -3.488  4.125
O  0.322  -3.798  3.225
H  1.050  -2.644  4.748
H  1.588  -4.336  4.780
H  2.277  -3.137  3.601
H  -0.375  -4.311  3.663
C  1.751  -1.180  -3.524
O  1.825  0.053  -2.721
H  2.275  -1.947  -2.962
H  0.697  -1.475  -3.718
H  2.302  -1.052  -4.460
H  1.458  -0.178  -1.858
C  -4.392  0.401  -1.953
O  -4.455  1.540  -2.794
H  -4.861  0.537  -0.979
H  -4.968  -0.344  -2.505
H  -3.370  0.032  -1.828
H  -4.179  2.327  -2.287
C  -2.517  0.773  4.354
O  -2.254  0.642  2.947
H  -3.401  0.205  4.637
H  -1.679  0.365  4.915
H  -2.609  1.849  4.570
H  -1.748  1.427  2.709
C  0.117  -4.260  -0.161
O  0.909  -3.213  0.383
H  -0.752  -3.824  -0.681
H  0.625  -4.803  -0.944
H  -0.199  -4.981  0.610
H  0.528  -3.067  1.256
C  -3.486  -2.387  1.509
O  -2.336  -2.006  2.238
H  -3.700  -3.396  1.842
H  -4.361  -1.784  1.758
H  -3.311  -2.409  0.428
H  -2.262  -1.034  2.177
C  4.278  -1.703  -0.979
O  4.609  -0.579  -1.826
H  5.163  -2.035  -0.431
H  3.534  -1.433  -0.227
H  3.897  -2.558  -1.548
H  3.760  -0.216  -2.148
C  -0.901  -0.328  -0.385
O  0.516  -0.479  -0.257
H  -1.346  -1.207  -0.900
H  -1.432  -0.257  0.563
H  -1.158  0.562  -0.984
H  0.691  -1.427  -0.178
C  -0.402  2.171  -4.223
C  0.675  2.833  -3.315
O  0.303  4.170  -3.277
S  -0.359  4.700  -4.656
O  0.576  5.374  -5.444
O  -1.638  5.250  -4.370
O  -0.539  3.179  -5.286
H  -1.344  2.017  -3.686
H  -0.073  1.263  -4.734
H  1.633  2.603  -3.806
H  0.774  2.418  -2.316
C  2.253  0.287  2.522
C  2.931  1.699  2.929
O  4.144  1.384  3.473
S  4.603  -0.132  3.225
O  5.324  -0.618  4.349
O  5.103  -0.142  1.901
O  3.058  -0.644  3.200
H  2.211  0.111  1.442
H  1.270  0.189  2.967
H  2.363  2.185  3.740
H  2.950  2.304  2.015

## Properties
Structure (SMILES): O=S1(=O)OCCO1.O=S1(=O)OCCO1.CO.CO.CO.CO.CO.CO.CO.CO.CO
Electronic energy, eV: -70666.672

=====

[3]
Density functional theory data (ωB97M-V/def2-TZVPD) for a molecular structure, C13H45BHgO7.

Geometry (Å):
Hg  3.756  -3.094  3.122
O  -0.721  -4.035  5.820
H  -0.783  -4.233  4.882
H  -0.569  -4.889  6.231
H  -0.008  -3.414  5.988
O  1.757  -4.799  -1.678
H  1.529  -5.560  -1.139
H  1.482  -4.054  -1.138
H  2.688  -4.857  -1.902
B  2.126  -5.879  2.856
H  1.283  -5.240  3.072
H  2.897  -5.721  3.593
H  1.809  -6.907  2.774
H  2.558  -5.570  1.917
C  -0.110  -1.194  1.216
O  1.192  -1.774  1.053
H  -0.568  -1.561  2.134
H  -0.215  -0.127  1.410
H  -0.783  -1.533  0.429
C  -1.373  0.186  -6.696
C  -1.274  -0.998  -5.848
C  -1.731  -0.899  -4.380
O  -2.016  -2.098  -6.424
H  -2.417  0.499  -6.732
H  -0.966  -0.148  -7.651
H  -0.758  1.026  -6.372
H  -0.246  -1.348  -5.745
H  -2.265  0.026  -4.161
H  -0.972  -0.854  -3.599
H  -2.472  -1.670  -4.168
H  -1.459  -2.861  -6.252
C  5.497  -0.357  -4.537
C  4.722  0.361  -3.354
C  3.637  1.387  -3.856
O  4.173  -0.629  -2.547
H  6.450  -0.657  -4.101
H  5.505  0.180  -5.486
H  4.997  -1.270  -4.861
H  5.400  0.953  -2.739
H  2.800  0.875  -4.332
H  4.174  1.999  -4.580
H  3.349  2.062  -3.050
H  3.546  -0.197  -1.963
C  -1.262  4.626  0.083
C  -2.758  4.770  -0.174
C  -3.042  4.581  -1.628
O  -3.517  3.864  0.620
H  -0.742  5.552  -0.161
H  -0.802  3.775  -0.420
H  -0.959  4.293  1.076
H  -3.138  5.754  0.101
H  -3.029  3.524  -1.896
H  -2.288  4.974  -2.311
H  -3.993  5.074  -1.830
H  -3.289  2.951  0.427
C  -3.490  1.537  6.424
C  -2.113  1.931  7.035
C  -1.070  2.313  5.957
O  -2.258  2.902  8.030
H  -3.781  2.369  5.783
H  -4.241  1.510  7.213
H  -3.416  0.563  5.939
H  -1.687  1.124  7.631
H  -0.721  1.414  5.449
H  -0.213  2.610  6.561
H  -1.259  3.171  5.313
H  -2.551  3.693  7.571

## Properties
Energy above the lowest of the compared OMol25 structures with the same formula, charge and spin, kJ/mol: 654.2
Total charge: +2
Electronic energy, eV: -33363.428

=====

no.,frontier orbital gap (eV)
1,8.45
2,9.48
3,2.05